# 1
ORCA calculation (the ωB97M-V functional and the def2-TZVPD basis) on a structure of composition C40H34BrFN9O5SW.

Summary:
- charge = +3
- largest force on an atom (eV/A) = 0.81
- gap between HOMO and LUMO (eV) = 5.476
- energy (Ha) = -5552.04682
- energy relative to the best compared isomer or geometry (same formula, charge and spin) (eV) = 0.9477

Each line ends with the Mulliken charge.
CARTESIAN COORDINATES (ANGSTROEM)
W 0.73110 -1.58022 2.24357  2.344
N 4.26269 -3.71707 4.03990  -0.384
C 3.09627 -3.11742 3.79365  0.798
S 2.50815 -3.15855 2.14519  -0.376
N 2.43134 -2.54138 4.73091  -1.290
N 1.21880 -1.98745 4.29776  0.497
C 0.48760 -1.70900 5.34871  0.163
C -0.78534 -1.08300 5.40827  0.687
C -1.50251 -0.99379 6.61118  -0.909
C -2.72434 -0.35506 6.61746  -0.834
C -3.23043 0.21059 5.44572  -0.638
C -2.53385 0.15154 4.24690  -0.998
C -1.31867 -0.50887 4.25413  0.415
O -0.58243 -0.60767 3.12626  0.119
H 4.79136 -4.16370 3.31295  0.191
H 4.61409 -3.74369 4.98407  0.251
H 0.94654 -2.00341 6.28739  0.542
H -1.09639 -1.42557 7.51609  0.491
H -3.29318 -0.28883 7.53371  0.446
H -4.18974 0.70962 5.47306  0.455
H -2.91830 0.58823 3.33678  0.537
Br 5.89966 -7.13567 -0.64526  -0.128
C 4.20834 -6.91691 -1.44383  0.054
C 3.06693 -7.02155 -0.65623  -0.691
C 1.81924 -6.82948 -1.21989  -0.105
C 1.72124 -6.54642 -2.58081  0.045
C 2.86222 -6.52644 -3.37788  -0.106
C 4.11582 -6.68495 -2.80885  -0.562
N 0.50370 -6.33609 -3.31386  -0.254
N -0.48793 -5.77441 -2.84150  -0.602
C -0.45230 -5.11831 -1.56776  -0.017
C -1.34458 -5.49154 -0.59195  -0.551
C -1.41649 -4.82700 0.65305  -0.896
C -0.59649 -3.75194 0.85572  0.540
O -0.51553 -2.97722 1.97307  -0.694
C 0.28935 -3.32320 -0.14992  1.081
N 1.04240 -2.23953 0.18545  0.165
C 1.89316 -1.74465 -0.70362  -0.296
C 2.00671 -2.29664 -1.98192  -1.494
C 1.25655 -3.39742 -2.33011  -0.440
C 0.37365 -3.96652 -1.39058  0.206
H 3.15758 -7.27218 0.39115  0.515
H 0.94233 -6.95912 -0.60149  0.535
H 2.75086 -6.38310 -4.44449  0.519
H 5.00568 -6.65540 -3.42098  0.465
H -1.98816 -6.34090 -0.77760  0.504
H -2.10527 -5.15609 1.41821  0.587
H 2.49647 -0.90433 -0.38492  0.708
H 2.70218 -1.85396 -2.67934  0.509
H 1.34110 -3.81918 -3.32178  0.653
F -2.89254 1.68859 -3.02159  -0.342
C -2.00804 2.26873 -2.18891  0.240
C -1.41048 1.47662 -1.26068  -0.701
C -0.48590 2.01050 -0.35148  1.021
C 0.15359 1.16802 0.63466  1.632
O -0.14603 -0.05920 0.71960  -1.238
C 1.08585 1.82841 1.48110  0.186
C 1.29423 3.18078 1.37933  -0.419
N 0.68658 3.95297 0.47674  0.212
C 1.00580 5.37101 0.41886  -0.441
C -0.03881 6.36839 0.83064  -0.388
C 1.15817 6.13019 1.70056  -1.012
C -0.20759 3.38161 -0.43017  -0.601
C -0.82383 4.18177 -1.40186  -1.089
C -1.74656 3.66360 -2.30922  -0.135
N -2.37515 4.44303 -3.27152  0.237
C -2.32774 5.89429 -3.24914  -0.441
C -1.94700 6.44323 -4.61891  -0.771
N -2.75409 5.73870 -5.70073  -0.078
C -3.91061 4.97749 -5.12212  -1.043
C -3.38462 3.89879 -4.19028  -0.522
C 1.74143 1.05119 2.54992  -0.309
O 1.93328 1.34950 3.68183  -0.503
O 2.06041 -0.21897 2.05411  -0.584
H -1.66437 0.42647 -1.22229  0.622
H 1.98010 3.68363 2.04699  0.696
H 1.66621 5.61743 -0.40396  0.467
H -0.98380 5.97794 1.18278  0.236
H -0.09676 7.29249 0.27336  0.332
H 0.98442 5.60902 2.63130  0.368
H 1.93624 6.87755 1.73807  0.274
H -0.56325 5.22380 -1.41058  0.602
H -1.58960 6.26535 -2.55028  0.174
H -3.28291 6.31242 -2.91686  0.273
H -0.89875 6.26762 -4.84986  0.389
H -2.15635 7.50829 -4.69593  0.408
H -2.15111 5.09023 -6.20910  0.389
H -3.08582 6.41486 -6.38999  0.373
H -4.46833 4.53090 -5.94304  0.437
H -4.54861 5.70869 -4.63144  0.396
H -2.95039 3.09653 -4.78876  0.465
H -4.24844 3.48237 -3.66692  0.434

Cartesian forces (eV/Å) of the 2 atoms listed first:
-0.049 0.631 -0.507
0.020 -0.037 0.026

# 2
ORCA calculation (the ωB97M-V functional and the def2-TZVPD basis) on a structure of composition C40H34BrN3OP2ReSSe2.

Summary:
- charge = +2
- largest force on an atom (eV/A) = 0.76
- expectation value of S² = 0.7557
- gap between HOMO and LUMO (alpha / beta) (eV) = 5.137 / 5.453
- energy (Ha) = -10319.72138
- 2S+1 = 2

Each line ends with the Mulliken charge.
CARTESIAN COORDINATES (ANGSTROEM)
Re 1.35088 -0.61986 3.24279  1.132
Se 2.54284 -0.39354 -3.19536  -0.121
P 2.94166 1.31864 -2.07294  1.114
C 2.07321 2.80228 -2.60026  0.426
C 2.46515 3.36219 -3.81695  -0.427
C 1.77458 4.44252 -4.33721  -0.776
C 0.68361 4.96405 -3.65406  -0.487
C 0.28327 4.40323 -2.45067  -0.862
C 0.97474 3.32368 -1.92269  -0.164
C 4.67695 1.73271 -1.84267  0.185
C 5.09043 3.03982 -1.60013  -0.308
C 6.43513 3.30624 -1.39088  -0.763
C 7.36022 2.27298 -1.41327  -0.482
C 6.94789 0.96773 -1.65021  -0.670
C 5.60973 0.69487 -1.87001  -0.339
C 2.39906 1.06762 -0.34496  -0.139
C 1.86465 -0.01452 0.29491  0.015
N 1.78915 0.34919 1.62887  0.780
N 2.25053 1.62198 1.74641  -1.120
N 2.60524 2.04809 0.60327  0.010
P 1.22583 -1.61729 -0.15389  0.199
Se 0.75060 -2.47340 1.90416  -0.161
C 2.39705 -2.72172 -0.88730  1.014
C 3.67113 -2.80505 -0.32433  -0.851
C 4.59908 -3.66645 -0.87991  -0.766
C 4.24824 -4.44476 -1.97753  -0.605
C 2.97432 -4.36946 -2.52301  -0.706
C 2.03965 -3.50189 -1.98424  -0.125
C -0.37285 -1.51070 -0.94306  1.110
C -0.84794 -0.31408 -1.47593  -0.418
C -2.11168 -0.27638 -2.04562  -0.611
C -2.88698 -1.42358 -2.09850  -0.662
C -2.41265 -2.61988 -1.57227  -0.945
C -1.16054 -2.66543 -0.98456  -0.391
H 3.30401 2.94741 -4.36349  0.439
H 2.08589 4.87635 -5.27689  0.422
H 0.14815 5.81083 -4.06033  0.413
H -0.56271 4.81478 -1.91691  0.441
H 0.66062 2.90902 -0.97414  0.283
H 4.37212 3.84766 -1.56590  0.425
H 6.75804 4.32202 -1.21168  0.421
H 8.40831 2.48557 -1.25368  0.409
H 7.67522 0.16831 -1.68109  0.421
H 5.28649 -0.31415 -2.10098  0.332
H 3.94461 -2.19497 0.52988  0.347
H 5.59259 -3.73444 -0.46032  0.472
H 4.97731 -5.11471 -2.41184  0.438
H 2.71464 -4.97424 -3.37993  0.456
H 1.06013 -3.40926 -2.43424  0.494
H -0.23652 0.57760 -1.46752  0.255
H -2.48019 0.65112 -2.46071  0.545
H -3.86649 -1.38860 -2.55528  0.481
H -3.01291 -3.51703 -1.62923  0.495
H -0.79514 -3.60460 -0.58535  0.581
Br 3.24646 -1.27407 4.40156  -0.194
O -0.23874 0.26850 3.74987  -0.393
S -1.83966 0.20160 3.70531  0.333
C -2.19899 0.11333 1.92762  0.218
C -3.46610 0.86350 1.62442  0.260
C -4.62097 0.16674 1.29390  -0.144
C -5.78126 0.86341 0.98957  -1.026
C -5.78973 2.24947 1.02736  -0.513
C -4.63815 2.94623 1.37184  -0.860
C -3.47652 2.25462 1.66945  -0.370
C -2.23362 -1.45605 4.31708  -0.807
C -3.65176 -1.79203 3.96232  0.520
C -3.90289 -2.76760 3.00220  -0.258
C -5.21017 -3.08518 2.66621  -0.688
C -6.26287 -2.41442 3.27428  -0.495
C -6.01245 -1.43925 4.23026  -0.708
C -4.70838 -1.13311 4.58362  -0.256
H -2.24439 -0.93581 1.63373  0.048
H -1.32242 0.58586 1.47696  0.217
H -4.61495 -0.91475 1.28066  0.656
H -6.68046 0.32191 0.72978  0.475
H -6.69594 2.78995 0.79450  0.452
H -4.64775 4.02662 1.40637  0.457
H -2.57828 2.80160 1.93303  0.457
H -2.05921 -1.40191 5.39295  0.576
H -1.51553 -2.13421 3.85275  0.192
H -3.07935 -3.29845 2.53765  0.380
H -5.40766 -3.86220 1.94107  0.463
H -7.28217 -2.66575 3.01577  0.447
H -6.83365 -0.92831 4.71221  0.457
H -4.51878 -0.38876 5.34738  0.448

Cartesian forces (eV/Å) of the 2 atoms listed first:
-0.238 -0.208 -0.679
-0.162 -0.133 -0.080